(1)
DFT (ωB97M-V/def2-TZVPD) results for C33H30F3N3OPtS2Te as an isolated structure.

```
! RIJCOSX wB97M-V def2-TZVPD def2/J DEFGRID3
* xyz 0 3
Pt -0.99 -0.20 0.54
S 1.09 -4.23 0.34
C 2.16 -3.13 1.11
C 1.60 -1.90 1.27
C 0.27 -1.81 0.75
C -0.12 -3.02 0.22
C -1.43 -3.17 -0.38
C -1.86 -4.26 -1.14
C -3.12 -4.23 -1.71
C -3.93 -3.12 -1.51
C -3.45 -2.09 -0.73
N -2.24 -2.12 -0.17
H 3.14 -3.46 1.41
H 2.12 -1.08 1.74
H -1.20 -5.11 -1.29
H -3.46 -5.06 -2.31
H -4.92 -3.05 -1.95
H -4.04 -1.21 -0.53
Te -2.94 -0.06 2.52
C -2.72 -1.86 3.58
C -1.49 -2.51 3.57
C -1.31 -3.65 4.34
C -2.36 -4.15 5.11
C -3.59 -3.51 5.09
C -3.78 -2.37 4.33
C -1.97 1.13 3.94
C -2.71 1.87 4.84
C -2.06 2.62 5.82
C -0.68 2.61 5.89
C 0.06 1.87 4.98
C -0.58 1.13 4.00
H -0.68 -2.14 2.96
H -0.35 -4.16 4.34
H -2.21 -5.03 5.71
H -4.41 -3.90 5.68
H -4.74 -1.87 4.32
H -3.80 1.88 4.79
H -2.64 3.20 6.52
H -0.17 3.19 6.65
H 1.14 1.87 5.02
H -0.01 0.57 3.27
F -0.70 2.51 -0.72
C -0.92 1.96 0.51
F 0.04 2.50 1.31
F -2.08 2.56 0.93
C 2.91 1.33 -6.08
C 1.42 1.40 -5.77
C 0.94 0.33 -4.80
N 1.56 0.50 -3.50
C 0.96 0.31 -2.33
S -0.58 -0.32 -2.14
N 1.71 0.58 -1.21
C 2.75 1.48 -0.99
O 3.40 1.41 0.03
C 3.00 2.54 -2.02
C 4.29 2.73 -2.50
C 4.53 3.72 -3.44
C 3.49 4.53 -3.87
C 2.21 4.36 -3.37
C 1.95 3.35 -2.45
H 3.21 2.14 -6.76
H 3.18 0.39 -6.56
H 3.54 1.44 -5.19
H 0.86 1.28 -6.70
H 1.17 2.39 -5.37
H 1.16 -0.67 -5.18
H -0.14 0.40 -4.67
H 2.53 0.77 -3.48
H 1.38 0.12 -0.36
H 5.09 2.10 -2.13
H 5.53 3.87 -3.82
H 3.68 5.32 -4.59
H 1.40 5.00 -3.69
H 0.96 3.20 -2.05
*
```

Output
Lowest unoccupied orbital energy (alpha / beta) ... 0.39 / -0.43 eV
F_max ... 1.0 eV/A
HOMO level (alpha / beta) ... -0.2276 / -0.2840 Ha
Gap between HOMO and LUMO (alpha / beta) ... 0.24173 / 0.26825 hartree
Relative energy (zero: lowest compared OMol25 entry of this formula, charge and spin) ... 0.420 eV

---

(2)
DFT (ωB97M-V/def2-TZVPD) results for C33H30F5GeIrNO7P2 as an isolated structure at a distorted geometry.

```
! RIJCOSX wB97M-V def2-TZVPD def2/J DEFGRID3
* xyz 0 2
Ir -0.39 -1.12 0.23
N -3.03 -2.76 -2.49
C -3.46 -1.77 -1.41
C -4.92 -1.40 -1.58
P -3.16 -2.85 0.10
O -3.74 -2.05 1.34
O -3.94 -4.06 -0.24
O -1.65 -2.94 0.15
P -2.29 -0.37 -1.43
O -2.92 0.60 -2.52
O -2.24 0.26 -0.07
O -0.93 -0.95 -1.85
H -3.39 -3.68 -2.17
H -2.00 -2.79 -2.51
H -3.39 -2.52 -3.41
H -5.55 -2.28 -1.48
H -5.10 -0.92 -2.55
H -5.20 -0.69 -0.80
H -3.03 -1.58 1.82
H -2.34 1.36 -2.72
F 0.53 2.27 6.01
C 0.19 1.41 5.05
C 1.21 0.87 4.26
F 2.43 0.88 4.82
C 0.88 -0.23 3.49
F 1.88 -0.86 2.84
C -0.42 -0.49 3.11
O -0.77 -1.32 2.12
C -1.42 0.17 3.83
F -2.70 -0.06 3.50
C -1.13 1.09 4.81
F -2.11 1.65 5.51
C 5.60 1.19 -0.67
C 4.72 1.94 -1.43
C 3.35 1.86 -1.19
C 2.84 1.04 -0.19
C 3.75 0.28 0.56
C 5.11 0.36 0.33
Ge 0.88 0.99 0.10
C 0.65 2.22 1.65
C 1.68 2.43 2.59
C 1.71 3.60 3.33
C 0.56 4.40 3.41
C -0.58 4.01 2.73
C -0.52 2.94 1.82
C 0.21 2.12 -1.40
C -0.18 3.46 -1.28
C -0.64 4.18 -2.37
C -0.69 3.60 -3.63
C -0.26 2.29 -3.79
C 0.19 1.57 -2.69
H 6.67 1.25 -0.85
H 5.09 2.59 -2.22
H 2.69 2.46 -1.80
H 3.39 -0.40 1.32
H 5.79 -0.23 0.92
H 2.64 1.98 2.37
H 2.59 3.84 3.92
H 0.55 5.29 4.03
H -1.49 4.57 2.84
H -1.39 2.73 1.21
H -0.13 3.95 -0.32
H -0.94 5.21 -2.24
H -1.05 4.16 -4.48
H -0.26 1.83 -4.77
H 0.52 0.55 -2.84
C 1.26 -2.32 0.09
C 0.97 -3.43 -0.88
C 0.52 -4.68 -0.46
C 0.17 -5.66 -1.38
C 0.26 -5.40 -2.74
C 0.72 -4.17 -3.18
C 1.08 -3.20 -2.25
H 2.10 -1.74 -0.29
H 1.52 -2.70 1.08
H 0.42 -4.87 0.60
H -0.19 -6.62 -1.03
H -0.02 -6.17 -3.46
H 0.82 -3.96 -4.24
H 1.43 -2.23 -2.59
*
```

Output
Lowest unoccupied orbital energy (alpha / beta) ... -0.19 / -1.95 eV
F_max ... 3.7 eV/A
HOMO level (alpha / beta) ... -0.3064 / -0.3058 Ha
Gap between HOMO and LUMO (alpha / beta) ... 0.29921 / 0.23406 hartree
Relative energy (zero: lowest compared OMol25 entry of this formula, charge and spin) ... 0.663 eV

---

(3)
DFT (ωB97M-V/def2-TZVPD) results for C33H30FN4O6Tc as an isolated structure at a distorted geometry.

```
! RIJCOSX wB97M-V def2-TZVPD def2/J DEFGRID3
* xyz 1 4
Tc 0.63 -1.17 -0.01
O -2.28 -0.42 -3.32
C -3.21 -1.30 -2.90
C -4.38 -1.39 -3.66
C -5.39 -2.25 -3.31
C -5.27 -3.06 -2.18
C -4.12 -2.99 -1.42
C -3.08 -2.11 -1.76
C -1.88 -2.06 -0.91
O -0.89 -1.25 -1.29
N -1.81 -2.77 0.17
N -0.60 -2.54 0.82
C -0.36 -3.22 1.89
C 0.80 -3.12 2.72
C 0.87 -3.99 3.83
C 1.92 -3.95 4.71
C 2.93 -3.01 4.50
C 2.89 -2.15 3.42
C 1.84 -2.19 2.51
O 1.87 -1.35 1.48
H -1.50 -0.49 -2.74
H -4.45 -0.76 -4.54
H -6.28 -2.30 -3.91
H -6.06 -3.74 -1.90
H -4.00 -3.60 -0.54
H -1.14 -3.93 2.16
H 0.06 -4.70 3.98
H 1.96 -4.63 5.55
H 3.76 -2.95 5.19
H 3.67 -1.42 3.25
C -2.24 5.64 -1.16
C -0.85 5.66 -0.53
C -0.72 6.63 0.63
C -1.69 6.27 1.74
C -1.68 4.78 2.03
C -2.25 4.29 3.18
C -2.19 2.93 3.48
F -2.76 2.50 4.61
C -1.55 2.03 2.67
C -0.96 2.51 1.49
C -0.24 1.60 0.62
O -0.28 0.35 0.92
C 0.43 2.15 -0.47
C 0.23 3.49 -0.78
N -0.51 4.31 -0.04
C -1.06 3.87 1.16
C 1.40 1.42 -1.37
O 1.92 2.00 -2.29
O 1.68 0.18 -1.04
H -2.53 6.66 -1.44
H -2.99 5.26 -0.46
H -2.26 5.02 -2.05
H -0.12 5.90 -1.31
H -0.90 7.65 0.28
H 0.31 6.59 1.00
H -2.70 6.58 1.49
H -1.42 6.80 2.66
H -2.73 4.96 3.89
H -1.48 0.99 2.93
H 0.67 3.88 -1.68
C 4.24 -2.26 -3.28
C 4.02 -3.20 -2.08
C 5.05 -2.89 -0.96
C 4.07 -4.68 -2.49
C 2.72 -2.87 -1.50
N 1.73 -2.56 -1.02
H 5.30 -2.23 -3.52
H 3.92 -1.24 -3.06
H 3.70 -2.61 -4.16
H 6.04 -3.14 -1.34
H 4.85 -3.48 -0.07
H 5.02 -1.84 -0.70
H 5.08 -4.91 -2.81
H 3.38 -4.88 -3.31
H 3.82 -5.33 -1.65
*
```

Output
Lowest unoccupied orbital energy (alpha / beta) ... -2.96 / -4.38 eV
F_max ... 1.3 eV/A
HOMO level (alpha / beta) ... -0.3809 / -0.3826 Ha
Gap between HOMO and LUMO (alpha / beta) ... 0.27202 / 0.22159 hartree
Relative energy (zero: lowest compared OMol25 entry of this formula, charge and spin) ... 0.176 eV

---

How do the records compare in molar mass? In the order shown, they have 928.43, 974.37, 695.62 g mol⁻¹.